# 1
C38H44F2KN9OP | wB97M-V/def2-TZVPD

Element x y z (Å)
K1 -0.44 -0.21 -0.16
C1 1.71 5.63 0.12
N1 1.42 4.30 0.63
C2 2.26 3.52 1.37
C3 1.62 2.34 1.57
N2 0.40 2.37 0.95
C4 0.30 3.55 0.39
P1 -1.01 4.06 -0.75
C5 -2.40 3.06 -0.12
N3 -2.60 1.77 -0.31
C6 -3.81 1.48 0.26
C7 -4.35 2.61 0.81
N4 -3.44 3.61 0.57
C8 -3.54 4.97 1.06
C9 -0.53 3.07 -2.19
N5 -0.06 1.84 -2.15
C10 0.20 1.48 -3.44
C11 -0.10 2.53 -4.27
N6 -0.57 3.54 -3.47
C12 -0.99 4.85 -3.92
H1 2.22 6.21 0.89
H2 2.35 5.58 -0.77
H3 0.78 6.13 -0.14
H4 3.23 3.89 1.68
H5 1.95 1.44 2.07
H6 -4.18 0.47 0.26
H7 -5.26 2.79 1.35
H8 -4.56 5.16 1.39
H9 -2.86 5.14 1.89
H10 -3.30 5.68 0.26
H11 0.58 0.49 -3.65
H12 -0.04 2.64 -5.34
H13 -1.07 4.84 -5.00
H14 -1.96 5.11 -3.50
H15 -0.26 5.62 -3.63
F1 3.92 -3.86 2.58
C13 2.99 -2.89 2.84
C14 2.57 -2.04 1.84
C15 1.60 -1.03 2.06
C16 1.13 -0.96 3.39
C17 1.57 -1.84 4.37
F2 1.06 -1.76 5.64
C18 2.49 -2.83 4.14
C19 0.18 0.13 3.75
C20 0.44 0.99 4.83
C21 -0.41 2.04 5.08
C22 -1.53 2.21 4.27
C23 -1.72 1.31 3.24
N7 -0.90 0.29 2.98
H16 3.01 -2.20 0.86
H17 2.81 -3.52 4.91
H18 1.32 0.83 5.43
H19 -0.21 2.72 5.90
H20 -2.23 3.02 4.43
H21 -2.58 1.40 2.59
C24 4.09 0.29 -2.35
N8 3.12 -0.53 -3.04
C25 3.55 -0.82 -4.39
C26 2.82 -1.74 -2.29
C27 1.60 -2.48 -2.82
C28 1.78 -3.67 -3.52
C29 0.68 -4.38 -4.01
C30 -0.59 -3.86 -3.80
C31 -0.73 -2.65 -3.12
C32 0.34 -1.91 -2.56
H22 4.25 1.22 -2.90
H23 5.07 -0.21 -2.25
H24 3.72 0.53 -1.35
H25 3.70 0.11 -4.95
H26 2.78 -1.41 -4.90
H27 4.49 -1.39 -4.42
H28 2.61 -1.44 -1.27
H29 3.71 -2.40 -2.28
H30 2.79 -4.06 -3.68
H31 0.82 -5.32 -4.54
H32 -1.46 -4.40 -4.17
H33 -1.74 -2.27 -2.99
O1 -2.91 -1.64 0.44
C33 -2.99 -2.64 1.12
C34 -2.52 -2.72 2.54
C35 -1.31 -3.69 2.56
C36 -0.50 -3.79 1.25
C37 -1.06 -4.72 0.17
C38 -2.37 -4.27 -0.48
N9 -3.35 -3.87 0.55
H34 -3.32 -3.09 3.20
H35 -2.23 -1.72 2.85
H36 -1.64 -4.70 2.83
H37 -0.64 -3.37 3.36
H38 0.50 -4.14 1.51
H39 -0.32 -2.79 0.84
H40 -1.21 -5.71 0.62
H41 -0.32 -4.85 -0.62
H42 -2.79 -5.07 -1.10
H43 -2.19 -3.42 -1.13
H44 -3.38 -4.58 1.27

Computed properties:
Charge = -1
Electronic energy = -86626.95595 eV
HOMO energy = -0.116 Ha
Molar mass = 750.900 g/mol
Relative energy (zero: lowest compared OMol25 entry of this formula, charge and spin) = 0.0 kJ/mol
Maximum force = 0.35 eV/Å
Gap between HOMO and LUMO = 5.087 eV

# 2
C38H44F6N6O5PPbS4Sb | wB97M-V/def2-TZVPD

Element x y z (Å)
Pb1 1.13 -0.80 0.86
O1 0.14 -0.97 3.51
S1 0.11 0.43 3.84
O2 1.00 0.95 4.85
N1 0.27 1.09 2.41
C1 0.35 2.43 2.15
C2 0.36 3.47 3.07
C3 0.44 4.81 2.66
C4 0.51 5.15 1.33
C5 0.48 4.13 0.36
C6 0.53 4.39 -1.03
C7 0.50 3.35 -1.92
C8 0.44 2.03 -1.43
N2 0.39 1.76 -0.15
C9 0.40 2.78 0.75
C10 -1.55 0.80 4.37
C11 -2.61 0.34 3.59
C12 -3.91 0.62 3.98
C13 -4.15 1.34 5.14
C14 -3.09 1.77 5.92
C15 -1.78 1.50 5.54
H1 0.35 3.25 4.13
H2 0.46 5.58 3.42
H3 0.57 6.19 1.01
H4 0.57 5.42 -1.37
H5 0.52 3.53 -2.99
H6 0.44 1.18 -2.11
H7 -2.40 -0.25 2.71
H8 -4.73 0.26 3.38
H9 -5.17 1.54 5.45
H10 -3.28 2.32 6.84
H11 -0.94 1.81 6.14
O3 2.91 0.81 0.66
N3 3.42 1.24 1.80
C16 3.64 2.57 1.93
C17 4.17 3.10 3.08
C18 4.48 2.23 4.13
C19 4.24 0.89 3.99
C20 3.70 0.35 2.80
S2 3.36 -1.30 2.61
H12 3.34 3.14 1.07
H13 4.31 4.17 3.15
H14 4.87 2.62 5.06
H15 4.42 0.19 4.79
C21 -0.59 -3.96 -1.84
C22 -1.65 -2.90 -2.08
C23 -2.86 -3.50 -2.78
P1 -1.91 -1.87 -0.54
C24 -3.37 -2.52 0.41
C25 -4.78 -2.39 -0.15
C26 -3.06 -3.96 0.82
C27 -2.38 -0.22 -1.26
C28 -3.36 -0.15 -2.43
C29 -2.77 0.72 -0.13
H16 -0.25 -4.38 -2.79
H17 -0.97 -4.78 -1.22
H18 0.29 -3.55 -1.33
H19 -1.21 -2.16 -2.75
H20 -3.36 -4.24 -2.15
H21 -2.54 -4.01 -3.69
H22 -3.60 -2.75 -3.07
H23 -3.32 -1.93 1.33
H24 -4.90 -2.90 -1.11
H25 -5.07 -1.35 -0.28
H26 -5.49 -2.85 0.55
H27 -3.22 -4.66 -0.01
H28 -3.72 -4.26 1.64
H29 -2.04 -4.07 1.18
H30 -1.41 0.11 -1.66
H31 -4.33 -0.60 -2.19
H32 -2.95 -0.65 -3.32
H33 -3.54 0.89 -2.70
H34 -3.74 0.45 0.30
H35 -2.85 1.75 -0.50
H36 -2.03 0.72 0.67
F1 0.44 -3.13 2.37
Sb1 -0.49 -3.41 4.07
F2 -2.01 -2.57 3.25
F3 -1.76 -4.19 5.32
F4 -0.28 -2.24 5.59
F5 1.15 -4.16 4.69
F6 -0.85 -5.10 3.20
N4 4.46 2.96 -6.85
C30 3.55 2.05 -6.28
C31 3.40 0.77 -6.80
C32 2.49 -0.11 -6.24
C33 1.72 0.27 -5.16
C34 1.86 1.55 -4.64
C35 2.76 2.44 -5.19
S3 0.58 -0.87 -4.36
O4 -0.68 -0.17 -4.30
O5 0.64 -2.08 -5.16
N5 1.08 -1.04 -2.87
C36 2.17 -1.74 -2.50
S4 3.28 -2.64 -3.53
C37 4.25 -3.04 -2.15
C38 3.69 -2.52 -1.04
N6 2.53 -1.81 -1.23
H37 5.24 2.51 -7.31
H38 4.80 3.64 -6.19
H39 4.01 0.46 -7.64
H40 2.38 -1.11 -6.63
H41 1.25 1.85 -3.79
H42 2.87 3.44 -4.78
H43 5.13 -3.65 -2.22
H44 4.07 -2.61 -0.03

Computed properties:
Charge = -2
Electronic energy = -140025.76860 eV
HOMO energy = -0.101 Ha
Molar mass = 1266.997 g/mol
Relative energy (zero: lowest compared OMol25 entry of this formula, charge and spin) = 0.0 kJ/mol
Maximum force = 1.31 eV/Å
Gap between HOMO and LUMO = 6.486 eV

# 3
C38H45BBrN9O5 | wB97M-V/def2-TZVPD

Element x y z (Å)
C1 -2.26 -2.77 -0.09
B1 -2.37 -2.46 -1.68
O1 -3.50 -2.77 -2.46
C2 -1.08 -1.71 -2.33
C3 -1.19 -0.42 -3.01
C4 0.03 0.23 -3.54
C5 1.30 -0.45 -3.36
C6 1.38 -1.77 -2.68
C7 0.21 -2.43 -2.16
C8 2.80 -2.43 -2.51
O2 2.98 -3.60 -2.70
C9 3.92 -1.41 -2.12
C10 4.95 -1.73 -1.13
Br1 4.95 -3.48 -0.28
C11 5.94 -0.71 -0.79
C12 5.84 0.59 -1.45
C13 6.84 1.76 -1.10
C14 6.29 2.39 0.27
C15 5.20 3.50 0.06
C16 3.73 2.96 -0.13
O3 3.26 3.49 -1.42
C17 1.91 3.73 -1.39
O4 1.23 3.49 -2.36
C18 4.82 0.90 -2.45
C19 3.84 -0.10 -2.80
C20 2.67 0.13 -3.82
O5 2.81 0.71 -4.87
H1 -2.26 -1.81 0.49
H2 -1.22 -3.19 0.04
H3 -3.00 -3.53 0.26
H4 -3.63 -2.00 -3.03
H5 -2.19 0.05 -3.12
H6 0.01 1.22 -4.04
H7 0.29 -3.41 -1.62
H8 6.72 -0.95 -0.03
H9 7.87 1.35 -0.90
H10 6.83 2.57 -1.86
H11 5.83 1.60 0.92
H12 7.13 2.84 0.88
H13 5.47 4.21 -0.77
H14 5.18 4.12 1.00
H15 3.68 1.83 -0.16
H16 3.01 3.29 0.66
H17 1.39 4.15 -0.48
H18 4.80 1.92 -2.91
C21 -4.60 -6.31 2.07
C22 -3.99 -5.11 2.69
N1 -3.51 -4.18 3.17
H19 -3.91 -6.74 1.35
H20 -4.83 -7.05 2.84
H21 -5.52 -6.03 1.56
C23 -3.39 -3.59 6.36
C24 -2.43 -4.16 7.33
N2 -1.70 -4.60 8.09
H22 -3.24 -4.04 5.38
H23 -4.41 -3.78 6.69
H24 -3.24 -2.51 6.28
C25 -1.43 4.81 -1.35
C26 -1.79 3.39 -1.56
N3 -2.08 2.29 -1.72
H25 -0.78 4.90 -0.48
H26 -0.90 5.19 -2.22
H27 -2.32 5.40 -1.18
C27 -5.33 7.19 0.19
C28 -4.19 7.46 -0.72
N4 -3.31 7.67 -1.43
H28 -5.41 6.12 0.38
H29 -5.17 7.70 1.14
H30 -6.25 7.54 -0.25
C29 -4.34 -3.82 10.73
C30 -5.25 -4.40 9.71
N5 -5.95 -4.85 8.92
H31 -3.30 -4.04 10.46
H32 -4.47 -2.74 10.77
H33 -4.55 -4.25 11.70
C31 -2.82 1.78 -6.39
C32 -3.18 0.35 -6.60
N6 -3.46 -0.75 -6.78
H34 -2.17 1.87 -5.52
H35 -2.30 2.17 -7.26
H36 -3.72 2.37 -6.22
C33 5.57 3.03 4.43
C34 4.62 2.43 3.46
N7 3.90 1.96 2.70
H37 6.59 2.81 4.13
H38 5.42 4.11 4.47
H39 5.39 2.61 5.42
C35 4.39 -6.11 3.45
C36 5.15 -6.18 2.18
N8 5.74 -6.23 1.19
H40 5.02 -5.70 4.23
H41 3.52 -5.46 3.32
H42 4.06 -7.10 3.73
C37 -7.30 2.04 -7.52
C38 -6.67 3.24 -6.92
N9 -6.19 4.18 -6.45
H43 -6.63 1.59 -8.25
H44 -7.52 1.31 -6.74
H45 -8.23 2.32 -8.01

Computed properties:
Electronic energy = -134499.05251 eV
HOMO energy = -0.319 Ha
Molar mass = 798.552 g/mol
SMILES = CB(O)c1ccc2c(c1)C(=O)c1c(Br)cc(CCCCOC=O)cc1C2=O.CC#N.CC#N.CC#N.CC#N.CC#N.CC#N.CC#N.CC#N.CC#N
Maximum force = 3.08 eV/Å
Gap between HOMO and LUMO = 8.492 eV

> Look up the HOMO energy of the second one.

-0.101 Ha

> The highest maximum force belongs to which entry?

C38H45BBrN9O5